1.
This record from the Open Molecules 2025 dataset describes C22H15CoN2O4 as an isolated structure. The level of theory is the ωB97M-V functional and the def2-TZVPD basis.

ORCA input file:
```
! RIJCOSX wB97M-V def2-TZVPD def2/J DEFGRID3
* xyz 1 2
Co -0.043 -0.315 -0.015
O -3.869 0.053 2.208
C -2.665 -0.052 1.484
O -2.695 0.463 -0.963
C -1.550 0.222 2.489
C -1.729 0.469 3.849
C -0.605 0.661 4.630
C 0.665 0.576 4.063
C 0.744 0.323 2.712
N -0.343 0.183 1.967
C 1.984 0.112 1.879
O 3.176 0.213 2.410
O 1.876 -0.180 0.698
H -4.611 0.093 1.591
H -2.724 0.508 4.266
H -0.712 0.861 5.688
H 1.548 0.699 4.679
H 3.151 0.459 3.345
C -1.665 3.306 -1.034
C -2.797 3.366 -0.125
C -3.180 2.308 0.603
C -2.573 0.993 0.358
C -1.394 0.925 -0.572
C -0.946 2.185 -1.185
C -2.487 -1.473 0.907
C -3.468 -2.452 1.146
C -3.302 -3.700 0.627
C -2.151 -4.004 -0.125
C -1.911 -5.286 -0.677
C -0.775 -5.528 -1.388
C 0.172 -4.497 -1.585
C -0.035 -3.252 -1.067
C -1.203 -2.978 -0.319
N -1.401 -1.726 0.208
H -1.351 4.218 -1.527
H -3.279 4.323 0.030
H -3.913 2.415 1.392
H -0.023 2.192 -1.754
H -4.332 -2.211 1.747
H -4.050 -4.467 0.790
H -2.646 -6.068 -0.526
H -0.593 -6.509 -1.807
H 1.068 -4.700 -2.156
H 0.692 -2.465 -1.232
*
```

gap between HOMO and LUMO (alpha / beta)	7.45 / 7.50	eV
lowest unoccupied orbital energy (alpha / beta)	-0.1480 / -0.1427	Eh
maximum force	0.0174	Eh/bohr
<S²>	0.8475
HOMO level (alpha / beta)	-11.47 / -11.39	eV


2.
This record from the Open Molecules 2025 dataset describes an isolated ion of composition CH6N2O3P and charge -1. The level of theory is the ωB97M-V functional and the def2-TZVPD basis.

ORCA input file:
```
! RIJCOSX wB97M-V def2-TZVPD def2/J DEFGRID3
* xyz -1 1
C -0.899 -0.026 -0.136
N -0.814 1.626 -0.372
N -0.983 -0.380 1.238
O 1.192 -2.007 0.174
O 1.701 0.560 0.030
O 1.088 -0.651 -2.038
P 0.773 -0.733 -0.620
H -1.739 -0.411 -0.724
H -0.428 1.741 -1.224
H 0.150 1.787 0.132
H -1.907 -0.508 1.619
H -0.426 -1.166 1.298
H 2.292 0.169 0.624
*
```

gap between HOMO and LUMO	9.43	eV
lowest unoccupied orbital energy	0.1561	Eh
maximum force	0.1207	Eh/bohr
energy relative to the best compared isomer or geometry (same formula, charge and spin)	0.5264	eV
SMILES	NC(N)[P@@](=O)([O-])O
HOMO level	-5.18	eV


3.
This record from the Open Molecules 2025 dataset describes a 8-piece molecular cluster, C46H47BClN8O15 overall. The level of theory is the ωB97M-V functional and the def2-TZVPD basis.

ORCA input file:
```
! RIJCOSX wB97M-V def2-TZVPD def2/J DEFGRID3
* xyz 1 1
C 0.341 2.323 -0.944
B 1.178 1.976 0.361
O 0.610 1.084 1.293
N 2.576 2.476 0.695
C 2.718 3.975 0.686
C 2.495 4.552 2.141
C 1.465 5.727 2.012
Cl -0.109 5.083 1.393
H 0.685 3.209 -1.513
H -0.739 2.450 -0.700
H 0.386 1.427 -1.613
H -0.259 1.403 1.562
H 3.282 2.005 0.114
H 2.776 2.167 1.657
H 3.783 4.185 0.439
H 2.095 4.473 -0.078
H 3.462 4.909 2.552
H 2.116 3.787 2.856
H 1.304 6.199 3.001
H 1.932 6.473 1.334
C -0.900 -2.211 1.268
C -2.001 -3.052 1.157
C -2.945 -3.099 2.176
C -2.774 -2.296 3.296
C -1.674 -1.459 3.419
C -0.734 -1.421 2.398
N -3.777 -2.322 4.360
O -4.716 -3.076 4.233
O -3.612 -1.582 5.309
H -0.167 -2.171 0.471
H -2.126 -3.669 0.276
H -3.799 -3.756 2.083
H -1.539 -0.838 4.295
H 0.126 -0.773 2.480
C 0.611 -7.694 -2.165
C 0.521 -6.762 -3.192
C 0.853 -5.437 -2.958
C 1.281 -5.056 -1.691
C 1.370 -5.979 -0.655
C 1.032 -7.303 -0.898
N 1.654 -3.666 -1.445
O 1.547 -2.874 -2.361
O 2.054 -3.373 -0.335
H 0.355 -8.728 -2.353
H 0.194 -7.069 -4.174
H 0.779 -4.721 -3.765
H 1.698 -5.683 0.332
H 1.099 -8.031 -0.100
C -1.451 7.292 -2.165
C -1.626 7.746 -3.467
C -0.614 7.581 -4.404
C 0.565 6.956 -4.025
C 0.753 6.506 -2.726
C -0.260 6.676 -1.794
N 1.626 6.754 -5.011
O 1.442 7.172 -6.131
O 2.630 6.173 -4.649
H -2.244 7.417 -1.438
H -2.553 8.226 -3.753
H -0.758 7.936 -5.415
H 1.676 6.024 -2.431
H -0.122 6.324 -0.779
C -1.759 -9.364 -9.165
C -1.154 -10.570 -8.826
C -0.729 -10.793 -7.525
C -0.919 -9.801 -6.571
C -1.516 -8.590 -6.900
C -1.936 -8.375 -8.204
N -0.494 -10.040 -5.194
O 0.042 -11.095 -4.939
O -0.704 -9.163 -4.377
H -2.095 -9.196 -10.181
H -1.018 -11.337 -9.577
H -0.259 -11.733 -7.270
H -1.660 -7.816 -6.158
H -2.404 -7.436 -8.472
C 2.476 1.897 7.765
C 2.654 3.047 8.522
C 3.145 4.202 7.929
C 3.452 4.192 6.576
C 3.285 3.044 5.810
C 2.795 1.893 6.411
N 3.949 5.414 5.944
O 4.104 6.385 6.643
O 4.180 5.389 4.746
H 2.088 0.999 8.230
H 2.406 3.046 9.575
H 3.279 5.092 8.528
H 3.530 3.034 4.757
H 2.659 0.993 5.825
C -3.978 3.087 7.505
C -2.782 3.328 6.838
C -1.713 3.900 7.513
C -1.853 4.222 8.856
C -3.045 3.992 9.530
C -4.111 3.422 8.847
N -0.722 4.801 9.578
O 0.303 5.007 8.956
O -0.864 5.038 10.756
H -4.809 2.635 6.977
H -2.684 3.067 5.792
H -0.786 4.085 6.987
H -3.155 4.247 10.575
H -5.044 3.235 9.362
C 0.023 0.238 -6.554
C 0.089 -0.474 -7.746
C -0.326 -1.798 -7.787
C -0.809 -2.393 -6.629
C -0.871 -1.693 -5.432
C -0.451 -0.371 -5.399
N -1.269 -3.780 -6.674
O -1.184 -4.370 -7.729
O -1.716 -4.264 -5.654
H 0.343 1.273 -6.527
H 0.460 0.003 -8.643
H -0.273 -2.346 -8.717
H -1.242 -2.160 -4.529
H -0.498 0.186 -4.472
*
```

gap between HOMO and LUMO	8.14	eV
lowest unoccupied orbital energy	-0.1145	Eh
maximum force	0.0658	Eh/bohr
HOMO level	-11.25	eV


4.
This record from the Open Molecules 2025 dataset describes C20H44AlN3OP2S as an isolated structure. The level of theory is the ωB97M-V functional and the def2-TZVPD basis.

ORCA input file:
```
! RIJCOSX wB97M-V def2-TZVPD def2/J DEFGRID3
* xyz 2 1
Al -0.093 -0.109 0.194
P -1.902 1.430 0.044
P 1.587 -1.744 -0.206
N -1.356 -1.482 0.043
C -3.218 0.133 -0.052
H -4.092 0.454 0.526
H -3.497 0.058 -1.114
C -2.720 -1.239 0.429
H -2.813 -1.322 1.533
H -3.348 -2.028 -0.025
C -0.961 -2.840 0.306
H -1.722 -3.508 -0.139
H -0.949 -3.016 1.402
C 0.409 -3.169 -0.308
H 0.277 -3.381 -1.380
H 0.851 -4.047 0.177
C 2.657 -2.078 1.264
C 3.529 -0.871 1.623
H 3.893 -1.000 2.653
H 2.967 0.070 1.592
H 4.390 -0.774 0.946
C 2.563 -1.759 -1.768
C 3.720 -0.752 -1.758
H 4.107 -0.670 -2.785
H 4.544 -1.092 -1.114
H 3.406 0.249 -1.441
C -2.116 2.502 -1.436
C -1.219 3.747 -1.408
H -1.250 4.209 -2.405
H -0.172 3.507 -1.185
H -1.582 4.487 -0.680
C -2.214 2.353 1.613
C -1.063 3.302 1.958
H -1.159 3.593 3.015
H -1.077 4.205 1.332
H -0.083 2.823 1.842
C 1.261 1.380 0.034
C 3.041 -3.159 -2.169
H 3.817 -3.528 -1.485
H 2.220 -3.887 -2.199
H 3.475 -3.095 -3.176
C -3.580 2.873 -1.705
H -3.628 3.380 -2.680
H -4.231 1.991 -1.749
H -3.966 3.561 -0.942
C -3.572 3.059 1.625
H -3.796 3.360 2.658
H -3.542 3.974 1.017
H -4.391 2.415 1.278
C 3.474 -3.365 1.128
H 4.336 -3.214 0.463
H 3.870 -3.631 2.120
H 2.878 -4.214 0.768
H 1.910 -2.194 2.071
H -2.207 1.542 2.364
H 1.818 -1.419 -2.511
H -1.768 1.846 -2.255
O 2.032 2.237 -0.136
H -0.863 -0.638 -2.020
H -0.303 -0.081 -2.044
S -0.148 -0.369 2.692
C 0.855 0.598 3.709
N 0.903 0.472 5.050
C 1.825 1.400 5.683
C 2.379 2.178 4.499
N 1.705 1.590 3.358
H 0.342 -0.211 5.545
H 2.608 0.856 6.221
H 1.295 2.044 6.391
H 3.462 2.055 4.415
H 2.142 3.242 4.582
H 1.847 1.872 2.393
*
```

gap between HOMO and LUMO	6.34	eV
lowest unoccupied orbital energy	-0.2686	Eh
maximum force	0.1270	Eh/bohr
HOMO level	-13.65	eV


5.
This record from the Open Molecules 2025 dataset describes one molecule with the formula C5H4N2. The level of theory is the ωB97M-V functional and the def2-TZVPD basis.

ORCA input file:
```
! RIJCOSX wB97M-V def2-TZVPD def2/J DEFGRID3
* xyz 0 1
C 3.103 0.617 0.140
C 1.888 0.502 0.475
C 0.561 0.264 0.347
C -0.047 -0.933 -0.319
C -1.497 -0.562 -0.333
N -1.707 0.613 0.134
N -0.472 1.102 0.534
H 0.431 -0.831 -1.298
H 0.220 -1.922 0.060
H -2.330 -1.165 -0.677
H -0.398 2.073 0.796
*
```

gap between HOMO and LUMO (alpha / beta)	8.79 / 8.79	eV
lowest unoccupied orbital energy (alpha / beta)	-0.0210 / -0.0210	Eh
maximum force	0.0174	Eh/bohr
energy relative to the best compared isomer or geometry (same formula, charge and spin)	4.4905	eV
HOMO level (alpha / beta)	-9.36 / -9.36	eV


6.
This record from the Open Molecules 2025 dataset describes a 6-piece molecular cluster, CH14O5S overall. The level of theory is the ωB97M-V functional and the def2-TZVPD basis.

ORCA input file:
```
! RIJCOSX wB97M-V def2-TZVPD def2/J DEFGRID3
* xyz 0 1
C -1.650 2.201 1.899
S -2.401 0.792 1.098
H -2.372 3.003 2.040
H -0.722 2.360 1.338
H -1.403 1.937 2.949
H -3.322 1.211 0.364
H 2.944 -0.482 1.290
H 3.510 0.399 0.288
O 2.693 0.059 0.508
H -0.697 -2.411 2.565
H -0.955 -1.578 1.323
O -0.393 -2.364 1.642
H 1.217 0.768 -0.424
H 1.063 1.566 -1.669
O 0.543 1.306 -0.913
H 2.917 -0.823 -3.438
H 1.820 -0.624 -2.625
O 2.294 -0.117 -3.241
H -0.419 -2.446 -2.149
H 0.355 -2.430 -0.880
O 0.411 -2.174 -1.738
*
```

gap between HOMO and LUMO	9.30	eV
lowest unoccupied orbital energy	0.0156	Eh
maximum force	0.0844	Eh/bohr
energy relative to the best compared isomer or geometry (same formula, charge and spin)	1.2340	eV
SMILES	CS.O.O.O.O.O
HOMO level	-8.88	eV


7.
This record from the Open Molecules 2025 dataset describes one molecule with the formula C6H12. The level of theory is the ωB97M-V functional and the def2-TZVPD basis.

ORCA input file:
```
! RIJCOSX wB97M-V def2-TZVPD def2/J DEFGRID3
* xyz 0 1
C -1.077 -1.320 1.232
C -0.835 0.128 0.866
C 1.020 0.401 0.907
C 0.072 0.361 -0.295
C 0.359 -0.731 -1.322
C -0.115 1.718 -0.968
H -0.301 -2.066 0.995
H -1.350 -1.425 2.286
H -1.970 -1.591 0.651
H 0.248 0.493 1.798
H 1.645 -0.483 1.035
H 1.538 1.353 1.030
H -0.514 -0.873 -1.970
H 0.601 -1.695 -0.865
H 1.201 -0.445 -1.964
H -0.339 2.483 -0.218
H -0.960 1.678 -1.666
H 0.780 2.013 -1.532
*
```

gap between HOMO and LUMO	8.80	eV
lowest unoccupied orbital energy	0.0362	Eh
maximum force	0.0055	Eh/bohr
energy relative to the best compared isomer or geometry (same formula, charge and spin)	3.8935	eV
HOMO level	-7.82	eV


8.
This record from the Open Molecules 2025 dataset describes a 2-piece molecular cluster, C3H6IN2O overall. The level of theory is the ωB97M-V functional and the def2-TZVPD basis.

ORCA input file:
```
! RIJCOSX wB97M-V def2-TZVPD def2/J DEFGRID3
* xyz 1 3
C -1.390 1.163 0.294
C 0.191 0.430 1.533
C -1.001 -0.213 0.934
N -0.370 1.675 1.028
N -0.597 -0.903 -1.335
O -2.297 1.503 -0.376
I -1.999 -1.826 1.636
H 0.224 0.423 2.622
H 1.155 -0.055 1.303
H -0.311 2.732 1.073
H 0.065 -1.561 -0.969
H -0.031 -0.312 -1.986
H -1.609 -0.898 -1.606
*
```

gap between HOMO and LUMO (alpha / beta)	8.95 / 5.44	eV
lowest unoccupied orbital energy (alpha / beta)	-0.1294 / -0.3202	Eh
maximum force	0.0734	Eh/bohr
<S²>	2.0141
energy relative to the best compared isomer or geometry (same formula, charge and spin)	2.0933	eV
HOMO level (alpha / beta)	-12.47 / -14.15	eV


9.
This record from the Open Molecules 2025 dataset describes C4H2O2Zn as an isolated structure. The level of theory is the ωB97M-V functional and the def2-TZVPD basis.

ORCA input file:
```
! RIJCOSX wB97M-V def2-TZVPD def2/J DEFGRID3
* xyz 1 2
O 2.690 -0.142 -0.553
C 1.815 -0.866 -0.286
C -0.396 -1.621 -0.528
C 0.897 -1.855 0.021
H 1.133 -2.368 0.961
H -0.720 -2.691 -0.698
O -1.143 1.740 -0.344
C -0.746 2.786 -0.530
Zn -1.664 -0.231 -0.212
*
```

gap between HOMO and LUMO (alpha / beta)	6.22 / 7.40	eV
lowest unoccupied orbital energy (alpha / beta)	-0.2199 / -0.2291	Eh
maximum force	0.0669	Eh/bohr
<S²>	0.7590
energy relative to the best compared isomer or geometry (same formula, charge and spin)	0.0000	eV
HOMO level (alpha / beta)	-12.20 / -13.64	eV


Please write out number 4 again, unchanged.
This record from the Open Molecules 2025 dataset describes C20H44AlN3OP2S as an isolated structure. The level of theory is the ωB97M-V functional and the def2-TZVPD basis.

ORCA input file:
```
! RIJCOSX wB97M-V def2-TZVPD def2/J DEFGRID3
* xyz 2 1
Al -0.093 -0.109 0.194
P -1.902 1.430 0.044
P 1.587 -1.744 -0.206
N -1.356 -1.482 0.043
C -3.218 0.133 -0.052
H -4.092 0.454 0.526
H -3.497 0.058 -1.114
C -2.720 -1.239 0.429
H -2.813 -1.322 1.533
H -3.348 -2.028 -0.025
C -0.961 -2.840 0.306
H -1.722 -3.508 -0.139
H -0.949 -3.016 1.402
C 0.409 -3.169 -0.308
H 0.277 -3.381 -1.380
H 0.851 -4.047 0.177
C 2.657 -2.078 1.264
C 3.529 -0.871 1.623
H 3.893 -1.000 2.653
H 2.967 0.070 1.592
H 4.390 -0.774 0.946
C 2.563 -1.759 -1.768
C 3.720 -0.752 -1.758
H 4.107 -0.670 -2.785
H 4.544 -1.092 -1.114
H 3.406 0.249 -1.441
C -2.116 2.502 -1.436
C -1.219 3.747 -1.408
H -1.250 4.209 -2.405
H -0.172 3.507 -1.185
H -1.582 4.487 -0.680
C -2.214 2.353 1.613
C -1.063 3.302 1.958
H -1.159 3.593 3.015
H -1.077 4.205 1.332
H -0.083 2.823 1.842
C 1.261 1.380 0.034
C 3.041 -3.159 -2.169
H 3.817 -3.528 -1.485
H 2.220 -3.887 -2.199
H 3.475 -3.095 -3.176
C -3.580 2.873 -1.705
H -3.628 3.380 -2.680
H -4.231 1.991 -1.749
H -3.966 3.561 -0.942
C -3.572 3.059 1.625
H -3.796 3.360 2.658
H -3.542 3.974 1.017
H -4.391 2.415 1.278
C 3.474 -3.365 1.128
H 4.336 -3.214 0.463
H 3.870 -3.631 2.120
H 2.878 -4.214 0.768
H 1.910 -2.194 2.071
H -2.207 1.542 2.364
H 1.818 -1.419 -2.511
H -1.768 1.846 -2.255
O 2.032 2.237 -0.136
H -0.863 -0.638 -2.020
H -0.303 -0.081 -2.044
S -0.148 -0.369 2.692
C 0.855 0.598 3.709
N 0.903 0.472 5.050
C 1.825 1.400 5.683
C 2.379 2.178 4.499
N 1.705 1.590 3.358
H 0.342 -0.211 5.545
H 2.608 0.856 6.221
H 1.295 2.044 6.391
H 3.462 2.055 4.415
H 2.142 3.242 4.582
H 1.847 1.872 2.393
*
```

gap between HOMO and LUMO	6.34	eV
lowest unoccupied orbital energy	-0.2686	Eh
maximum force	0.1270	Eh/bohr
HOMO level	-13.65	eV


Which formula does entry 4 have?
C20H44AlN3OP2S